ORCA calculation (ωB97M-V/def2-TZVPD) on C15H15F5N2OPS4Ti as an isolated structure.

Calculated values
**E_tot**: -110155.16708 eV
**HOMO energy**: -11.37 eV
**Net charge**: +1
**Relative energy (zero: lowest compared OMol25 entry of this formula, charge and spin)**: 0.0797 eV
**Lowest unoccupied orbital energy**: -4.4 eV

Each line ends with the Löwdin charge.
Positions of all 44 atoms, in Å:
F: 3.269 5.864 0.442  0.16
S: -2.273 -0.252 1.630  0.80
C: 1.370 -3.155 -1.894  -0.14
F: -0.300 4.335 3.086  0.15
F: 3.276 3.534 -0.910  0.11
H: -2.470 -2.980 -2.202  0.05
H: 0.576 -0.868 -3.853  0.08
H: -1.188 -1.133 -3.938  0.05
Ti: -0.586 0.222 0.130  0.27
C: 0.616 2.957 1.415  -0.23
C: 2.081 0.211 2.752  -0.34
H: 2.665 0.710 1.985  0.02
C: 2.397 3.716 0.071  -0.22
C: -0.221 -1.610 -3.778  -0.13
S: 0.964 -0.937 1.923  0.75
H: 2.178 -2.431 -1.998  0.07
C: -3.054 -0.475 0.105  -0.70
C: -1.526 -3.480 -1.985  -0.14
H: -1.551 -3.887 -0.974  0.08
H: 0.828 -2.067 4.013  0.05
H: 2.742 -0.367 3.394  0.06
C: 1.495 2.703 0.382  -0.50
P: -0.184 -2.324 -2.148  0.67
F: 1.482 6.290 2.429  0.16
C: -3.336 -0.087 -2.257  -0.24
H: -0.070 -2.388 -4.526  0.08
H: 1.390 -3.576 -0.888  0.07
C: 1.485 5.140 1.776  -0.13
N: -3.636 -0.485 -3.292  0.22
C: -3.827 -1.677 -0.073  -0.24
S: 1.473 1.193 -0.508  0.70
O: -0.326 -1.192 -1.101  -0.50
H: -0.411 -0.787 3.901  0.05
H: -0.624 -2.324 3.022  0.04
H: 1.509 0.925 3.341  0.06
F: -0.276 1.974 1.747  -0.06
N: -4.403 -2.662 -0.210  0.22
C: 0.578 4.149 2.108  -0.13
H: -1.383 -4.293 -2.699  0.08
S: -1.865 1.787 -0.938  0.79
C: -2.853 0.351 -0.973  -0.71
H: 1.493 -3.953 -2.626  0.08
C: 0.097 -1.588 3.366  -0.37
C: 2.399 4.918 0.755  -0.13